(one)
Formula: C5H14
Source: OMol25
Level of theory: ωB97M-V/def2-TZVPD

```
19
Properties=species:S:1:pos:R:3:lowdin_charge:R:1
C 1.68255 0.68229 0.96508 -0.137
C 1.39928 0.72460 -0.59248 -0.281
C 1.98310 -0.67847 -1.14547 -0.137
H 2.67066 0.04593 1.03208 0.095
H 1.78648 1.64558 1.51193 0.066
H 0.89508 0.20495 1.50253 0.017
H 1.98473 1.60459 -0.97902 0.093
H 0.33496 0.87924 -0.92064 0.083
H 3.00611 -0.85406 -0.83433 0.038
H 1.96462 -0.67220 -2.28881 0.074
H 1.32969 -1.52549 -0.71086 0.087
C -2.76849 -0.10239 -0.34602 -0.154
C -2.17114 -0.53790 1.02758 -0.164
H -3.06805 1.01656 -0.25089 0.089
H -1.96283 -0.21297 -1.09567 0.045
H -3.66133 -0.77849 -0.51691 0.075
H -1.30650 0.06037 1.33977 0.050
H -2.88664 -0.43959 1.76241 0.032
H -1.83877 -1.50326 0.99626 0.029
```

Results
Kohn-Sham gap ... 12.6 eV
LUMO ... 0.042 Eh
SMILES string ... CCC.CC
Spin multiplicity ... 1

=====

(two)
Formula: C5H14
Source: OMol25
Level of theory: ωB97M-V/def2-TZVPD

```
19
Properties=species:S:1:pos:R:3:lowdin_charge:R:1
C 0.64048 1.54368 -1.98791 -0.133
C 0.47485 1.26145 -0.52314 -0.340
C 1.62759 1.79105 0.33777 -0.119
H 0.80992 2.59218 -2.20922 0.066
H -0.14073 1.15424 -2.64000 0.068
H 1.57068 1.11063 -2.38684 0.076
H -0.47004 1.59337 -0.09761 0.097
H 0.41190 0.18202 -0.33684 0.081
H 2.58468 1.29466 0.17828 0.070
H 1.75630 2.85726 0.14015 0.069
H 1.35562 1.65225 1.38229 0.063
C -1.53555 -1.43219 1.21813 -0.183
C -1.12473 -2.83850 0.82381 -0.172
H -0.71705 -0.95811 1.77501 0.061
H -1.68229 -0.83967 0.31108 0.051
H -2.41485 -1.24234 1.83544 0.063
H -0.11201 -2.89624 0.44702 0.058
H -1.79492 -3.28061 0.07607 0.063
H -1.23987 -3.54514 1.65650 0.062
```

Results
Kohn-Sham gap ... 12.3 eV
LUMO ... 0.040 Eh
SMILES string ... CCC.CC
Spin multiplicity ... 1

=====

Top of the stability list: (two), leading by 0.780 eV.

=====

(one)
Formula: C5H14
Source: OMol25
Level of theory: ωB97M-V/def2-TZVPD

```
19
Properties=species:S:1:pos:R:3:lowdin_charge:R:1
C -0.35672 1.94112 -0.16572 -0.114
C 0.57414 1.79178 1.02769 -0.293
C 1.21265 0.38432 1.40698 -0.114
H -0.50697 3.01183 -0.30956 0.068
H -0.19897 1.44066 -1.11458 0.050
H -1.29865 1.53897 0.22270 0.073
H 0.12866 2.01790 1.99649 0.093
H 1.48419 2.38365 0.92669 0.087
H 1.56856 -0.09730 0.49985 0.036
H 0.38138 -0.23581 1.74636 0.063
H 2.03577 0.43997 2.10749 0.064
C -0.06660 -1.36723 -1.34927 -0.158
C -1.17372 -2.23176 -0.74819 -0.160
H 0.49589 -0.91795 -0.55431 0.004
H 0.56109 -1.95522 -2.01158 0.066
H -0.54159 -0.64973 -2.01679 0.059
H -1.13261 -2.26523 0.34297 0.055
H -1.05516 -3.32250 -0.81514 0.061
H -2.11134 -1.90747 -1.19208 0.061
```

Results
Kohn-Sham gap ... 12.1 eV
LUMO ... 0.043 Eh
SMILES string ... CCC.CC
Spin multiplicity ... 1

=====

(two)
Formula: C5H14
Source: OMol25
Level of theory: ωB97M-V/def2-TZVPD

```
19
Properties=species:S:1:pos:R:3:lowdin_charge:R:1
C 2.35024 0.06834 0.55340 -0.133
C 1.29802 0.36505 -0.57613 -0.261
C 0.94278 1.95248 -0.21706 -0.126
H 1.74717 0.31288 1.45654 0.058
H 2.76057 -0.84867 0.56901 0.003
H 3.13853 1.03412 0.48529 0.135
H 0.46551 -0.26929 -0.75982 0.044
H 2.00979 0.51852 -1.36518 0.068
H 0.31084 2.20070 -1.23163 0.107
H 1.79512 2.64156 -0.33062 0.046
H 0.50403 1.98383 0.78386 0.047
C -1.80941 -1.71133 -0.30133 -0.199
C -2.67549 -0.74639 0.47445 -0.201
H -0.81653 -1.80687 0.31804 0.101
H -2.23424 -2.65170 -0.33754 0.023
H -1.70763 -1.41875 -1.32549 0.054
H -3.67779 -1.20024 0.95796 0.107
H -2.05692 -0.22925 1.30314 0.073
H -2.87524 0.16425 -0.12355 0.052
```

Results
Kohn-Sham gap ... 11.7 eV
LUMO ... 0.040 Eh
SMILES string ... CCC.CC
Spin multiplicity ... 1

=====

Top of the stability list: (one), leading by 1.531 eV.

=====

(one)
Formula: C5H14
Source: OMol25
Level of theory: ωB97M-V/def2-TZVPD

```
19
Properties=species:S:1:pos:R:3:lowdin_charge:R:1
C -1.27003 0.77552 -1.07235 -0.132
C -0.91977 0.05896 -2.37826 -0.310
C -0.23738 -1.27279 -2.04230 -0.125
H -1.86666 1.69904 -1.07264 0.072
H -0.38615 0.93706 -0.47457 0.043
H -1.95125 0.18278 -0.45487 0.070
H -1.82622 0.00830 -2.99208 0.097
H -0.22945 0.61479 -3.00087 0.090
H 0.59732 -1.02100 -1.38375 0.066
H -0.93166 -1.92966 -1.51923 0.066
H 0.15211 -1.90165 -2.84688 0.066
C 1.24782 0.96601 2.16965 -0.177
C 1.01093 -0.46258 2.63453 -0.184
H 0.21709 1.24782 1.94100 0.058
H 1.85841 1.57670 2.83280 0.063
H 1.82107 1.02773 1.23825 0.056
H 1.89265 -1.05093 2.89854 0.059
H 0.39208 -1.05791 1.95815 0.058
H 0.42909 -0.39818 3.56488 0.064
```

Results
Kohn-Sham gap ... 12.5 eV
LUMO ... 0.041 Eh
SMILES string ... CCC.CC
Spin multiplicity ... 1

=====

(two)
Formula: C5H14
Source: OMol25
Level of theory: ωB97M-V/def2-TZVPD

```
19
Properties=species:S:1:pos:R:3:lowdin_charge:R:1
C -0.08207 -1.97345 -1.84773 -0.115
C 0.85813 -0.79453 -1.39508 -0.299
C 0.24921 0.51628 -1.97794 -0.111
H -1.13304 -1.59468 -1.70098 0.083
H 0.06894 -2.83457 -1.31621 0.018
H 0.15169 -2.16693 -2.92563 0.086
H 0.99318 -0.68609 -0.26303 0.084
H 1.91389 -0.96867 -1.67596 0.089
H -0.52182 0.16772 -2.69284 0.073
H -0.19956 0.93684 -1.11475 0.024
H 0.96128 1.22882 -2.29854 0.052
C -0.20804 0.84536 1.84000 -0.206
C -0.72055 1.28945 3.22436 -0.181
H 0.79402 0.32032 1.88320 0.068
H -1.03864 0.29266 1.12183 0.118
H 0.04433 1.70185 1.23332 0.033
H -1.24123 0.49055 3.75396 0.056
H 0.10529 1.69117 3.78189 0.049
H -1.47836 2.12234 3.15212 0.077
```

Results
Kohn-Sham gap ... 12.1 eV
LUMO ... 0.040 Eh
SMILES string ... CCC.CC
Spin multiplicity ... 1

=====

(three)
Formula: C5H14
Source: OMol25
Level of theory: ωB97M-V/def2-TZVPD

```
19
Properties=species:S:1:pos:R:3:lowdin_charge:R:1
C -1.18266 2.48335 -1.15258 -0.119
C -0.74790 1.13705 -0.54806 -0.328
C -1.95683 0.30274 -0.07811 -0.125
H -2.07874 2.81319 -0.62634 0.068
H -0.37867 3.21146 -1.05023 0.064
H -1.41425 2.35259 -2.21269 0.070
H -0.11087 0.51632 -1.16954 0.091
H -0.18360 1.37284 0.34669 0.076
H -1.74689 -0.76512 -0.20243 0.059
H -2.16263 0.43712 0.98448 0.070
H -2.81451 0.53572 -0.71217 0.066
C 2.37932 -2.09335 0.35218 -0.170
C 1.30876 -1.46622 1.23051 -0.166
H 2.42573 -3.15053 0.57315 0.055
H 2.09776 -2.05900 -0.70155 0.061
H 3.37666 -1.69272 0.49871 0.060
H 1.01200 -0.45519 0.96094 0.036
H 1.71026 -1.32731 2.24566 0.068
H 0.46708 -2.15293 1.26140 0.064
```

Results
Kohn-Sham gap ... 12.5 eV
LUMO ... 0.042 Eh
SMILES string ... CCC.CC
Spin multiplicity ... 1

=====

Top of the stability list: (three), leading by 0.172 eV.

=====

(one)
Formula: C5H14
Source: OMol25
Level of theory: ωB97M-V/def2-TZVPD

```
19
Properties=species:S:1:pos:R:3:lowdin_charge:R:1
C -1.21850 -1.48763 -1.82400 -0.125
C -1.99415 -0.63518 -0.81095 -0.302
C -1.28314 0.63509 -0.34136 -0.124
H -1.46878 -1.22687 -2.85441 0.063
H -1.64160 -2.49715 -1.79596 0.065
H -0.13240 -1.47430 -1.77187 0.064
H -2.92518 -0.36598 -1.30200 0.092
H -2.25076 -1.25905 0.03973 0.093
H -0.78438 0.51152 0.61384 0.051
H -0.56541 1.04920 -1.05149 0.068
H -2.03257 1.42180 -0.23419 0.067
C 2.18727 0.46335 0.68784 -0.168
C 1.96273 0.87145 2.12389 -0.182
H 1.26653 0.65482 0.12857 0.022
H 2.99535 0.99364 0.19333 0.065
H 2.34913 -0.60925 0.60120 0.066
H 1.48396 1.85146 2.24429 0.065
H 2.86820 0.81618 2.72248 0.059
H 1.18368 0.28690 2.63107 0.062
```

Results
Kohn-Sham gap ... 12.3 eV
LUMO ... 0.042 Eh
SMILES string ... CCC.CC
Spin multiplicity ... 1

=====

(two)
Formula: C5H14
Source: OMol25
Level of theory: ωB97M-V/def2-TZVPD

```
19
Properties=species:S:1:pos:R:3:lowdin_charge:R:1
C -0.15385 -2.06266 -1.55545 -0.135
C 0.30511 -2.55866 -0.19343 -0.313
C 0.06086 -1.50534 0.87374 -0.149
H 0.64490 -1.42949 -2.01164 0.080
H -0.98794 -1.36557 -1.55779 0.063
H -0.38256 -2.83031 -2.28559 0.060
H -0.17376 -3.51305 0.04813 0.100
H 1.37765 -2.71626 -0.23527 0.094
H 0.52691 -0.54708 0.63252 0.055
H -1.00360 -1.28212 1.11871 0.079
H 0.32087 -1.68263 1.92591 0.067
C -0.01458 2.58452 1.14569 -0.166
C -0.17491 3.22098 -0.27124 -0.177
H 1.06140 2.57712 1.38676 0.061
H -0.46607 3.29082 1.88070 0.071
H -0.42568 1.59058 0.99653 0.035
H -1.14982 3.74784 -0.28532 0.064
H -0.22511 2.43949 -1.05585 0.057
H 0.69469 3.84221 -0.50320 0.055
```

Results
Kohn-Sham gap ... 12.5 eV
LUMO ... 0.040 Eh
SMILES string ... CCC.CC
Spin multiplicity ... 1

=====

Top of the stability list: (one), leading by 0.239 eV.

=====

(one)
Formula: C5H14
Source: OMol25
Level of theory: ωB97M-V/def2-TZVPD

```
19
Properties=species:S:1:pos:R:3:lowdin_charge:R:1
C -1.37531 -1.81414 -1.06778 -0.141
C -1.69300 -0.45184 -0.40718 -0.296
C -2.59316 -0.80123 0.80870 -0.112
H -0.33792 -2.24195 -0.89565 0.087
H -1.51996 -1.73751 -2.11223 0.044
H -1.91606 -2.63678 -0.67881 0.042
H -0.73106 -0.06947 -0.03090 0.079
H -2.03801 0.20421 -1.22794 0.102
H -3.49996 -1.18287 0.43640 0.054
H -2.02353 -1.53224 1.31682 0.054
H -2.60637 0.16861 1.36585 0.084
C 2.90941 0.81987 0.32026 -0.201
C 2.22717 2.19687 0.32482 -0.207
H 3.90954 0.87047 -0.15433 0.061
H 3.02597 0.50153 1.32079 0.029
H 2.27105 -0.00691 -0.23606 0.094
H 2.54320 2.84116 -0.60600 0.085
H 2.38765 2.80287 1.27883 0.069
H 1.06035 2.06934 0.24442 0.072
```

Results
Kohn-Sham gap ... 12.1 eV
LUMO ... 0.039 Eh
SMILES string ... CCC.CC
Spin multiplicity ... 1

=====

(two)
Formula: C5H14
Source: OMol25
Level of theory: ωB97M-V/def2-TZVPD

```
19
Properties=species:S:1:pos:R:3:lowdin_charge:R:1
C 1.52866 0.93296 -1.58024 -0.161
C 0.20998 0.36318 -1.84789 -0.335
C -0.86305 1.16937 -1.05384 -0.133
H 1.95129 0.71321 -0.45662 0.127
H 1.34713 1.97655 -1.64533 0.051
H 2.18235 0.44216 -2.28601 0.063
H -0.03822 0.56435 -2.87623 0.093
H 0.06970 -0.75037 -1.47719 0.134
H -0.94567 1.08229 0.01831 0.041
H -0.82372 2.26282 -1.26792 0.081
H -1.84997 0.96856 -1.34521 0.038
C 0.02498 -0.57449 2.20497 -0.199
C -0.75998 -1.70213 1.66597 -0.212
H 1.14896 -0.72216 1.91907 0.099
H -0.37241 0.46978 2.26803 0.077
H 0.19844 -0.85085 3.23257 0.043
H -1.67721 -1.91471 2.13460 0.037
H -0.22547 -2.73396 1.76454 0.107
H -1.10578 -1.69655 0.62842 0.048
```

Results
Kohn-Sham gap ... 12.3 eV
LUMO ... 0.043 Eh
SMILES string ... CCC.CC
Spin multiplicity ... 1

=====

(three)
Formula: C5H14
Source: OMol25
Level of theory: ωB97M-V/def2-TZVPD

```
19
Properties=species:S:1:pos:R:3:lowdin_charge:R:1
C 0.42539 -0.85890 1.44456 -0.109
C 1.56649 -0.96636 0.41368 -0.311
C 2.28813 -2.31561 0.43120 -0.131
H 0.20584 -1.83029 1.89093 0.066
H -0.47944 -0.47101 0.98691 0.040
H 0.70105 -0.16398 2.23119 0.064
H 1.17622 -0.80426 -0.59191 0.088
H 2.29620 -0.18251 0.59598 0.092
H 3.03305 -2.35320 1.23556 0.071
H 1.59491 -3.13756 0.58825 0.062
H 2.82809 -2.50898 -0.49714 0.064
C -2.00092 1.26140 -1.00559 -0.155
C -2.07068 2.79324 -1.25446 -0.161
H -2.20453 0.72605 -1.92156 0.058
H -0.99126 1.02766 -0.68132 0.036
H -2.66572 1.00681 -0.19105 0.058
H -2.54638 2.99331 -2.21865 0.057
H -1.07772 3.22907 -1.32653 0.054
H -2.61230 3.30770 -0.46186 0.057
```

Results
Kohn-Sham gap ... 12.5 eV
LUMO ... 0.042 Eh
SMILES string ... CCC.CC
Spin multiplicity ... 1

=====

Top of the stability list: (three), leading by 0.888 eV.